Entry 1:
Computed, not measured: a structure of composition C28H43BaF5GeN2O5PS3Se in a non-equilibrium geometry, with ωB97M-V/def2-TZVPD.

Geometry as ORCA input:
```
! wB97M-V def2-TZVPD RIJCOSX def2/J DEFGRID3
* xyz -1 1
Ba -0.850 0.846 -0.563
C 2.775 2.664 0.810
C 1.428 2.843 1.486
C 1.515 3.069 2.982
C 0.708 4.028 0.846
O 0.690 1.628 1.231
Ge 0.320 0.209 2.428
O 0.606 -1.253 1.097
C 2.704 -2.333 0.334
C 4.236 -1.044 1.922
C 2.552 -1.283 -0.756
C 2.516 -3.718 -0.315
O -1.477 0.155 1.835
C -2.599 -0.466 2.495
C -2.100 -1.371 3.606
C -3.318 -1.305 1.442
C -3.514 0.616 3.052
H 3.415 3.547 0.923
H 3.303 1.804 1.237
H 2.649 2.459 -0.259
H 2.006 4.014 3.194
H 0.532 3.136 3.437
H 2.058 2.279 3.499
H 1.298 4.946 0.987
H 0.580 3.928 -0.240
H -0.288 4.182 1.251
H 3.730 -0.165 1.494
H 3.806 -1.253 2.905
H 5.285 -0.787 2.079
H 2.676 -0.268 -0.398
H 3.301 -1.469 -1.538
H 1.576 -1.370 -1.229
H 2.429 -4.517 0.410
H 1.639 -3.714 -0.968
H 3.382 -3.932 -0.945
H -1.410 -2.119 3.227
H -1.569 -0.819 4.380
H -2.897 -1.924 4.086
H -2.672 -2.093 1.048
H -4.206 -1.762 1.857
H -3.648 -0.657 0.615
H -2.967 1.317 3.692
H -3.976 1.200 2.255
H -4.312 0.161 3.640
C 0.922 -2.183 -6.372
C 0.047 -1.105 -5.812
O -0.358 -1.641 -4.539
P -0.782 -0.589 -3.380
S -1.482 -1.793 -1.933
S 0.715 0.811 -3.195
O -2.078 0.251 -3.971
C -2.858 1.341 -3.487
C -4.249 0.803 -3.072
H 1.233 -1.986 -7.401
H 0.370 -3.126 -6.362
H 1.787 -2.293 -5.737
H -0.833 -0.907 -6.433
H 0.602 -0.180 -5.643
H -2.959 2.085 -4.283
H -2.423 1.914 -2.708
H -4.796 0.584 -4.003
H -4.825 1.513 -2.474
H -4.155 -0.138 -2.546
F -5.264 6.598 -3.442
C -4.693 5.747 -2.591
C -5.466 5.039 -1.695
F -6.789 5.228 -1.697
C -4.864 4.192 -0.791
F -5.674 3.540 0.045
C -3.498 3.995 -0.749
Se -2.771 2.883 0.566
C -2.768 4.685 -1.696
F -1.434 4.560 -1.735
C -3.323 5.571 -2.585
F -2.550 6.261 -3.442
N 3.665 -6.168 3.694
C 4.578 -5.299 3.239
S 6.224 -5.525 3.402
C 3.954 -4.075 2.614
C 4.640 -3.466 1.642
C 4.135 -2.234 0.977
N 1.698 -2.085 1.391
C 1.681 -2.822 2.497
C 2.609 -3.679 3.044
H 3.996 -7.031 4.112
H 2.696 -6.042 3.450
H 5.589 -3.907 1.330
H 4.784 -2.047 0.112
H 0.782 -2.661 3.079
H 2.273 -4.024 4.005
*
```

For the total energy, the calculation gives -220896.2823 eV. The calculation puts the lowest unoccupied orbital energy at 2.20 eV. For the HOMO energy, the calculation gives -4.99 eV. For the energy above the lowest of the compared OMol25 structures with the same formula, charge and spin, the calculation gives 60.7 kcal per mole. As for the gap between HOMO and LUMO: 7.185 eV.

=====

Entry 2:
Computed, not measured: a structure of composition C28H43BrHgN2P2 in a non-equilibrium geometry, with ωB97M-V/def2-TZVPD.

Geometry as ORCA input:
```
! wB97M-V def2-TZVPD RIJCOSX def2/J DEFGRID3
* xyz 2 1
C 2.761 4.642 -0.933
C 1.623 4.289 -1.680
C 1.798 3.932 -3.028
C 3.097 3.884 -3.539
N 4.183 4.136 -2.793
C 4.019 4.558 -1.534
C 0.357 4.186 -1.078
C -0.471 3.748 -0.298
C -1.558 3.464 0.532
C -1.167 3.263 1.911
C -1.672 2.097 2.477
C -2.330 1.234 1.623
C -3.137 1.630 0.564
C -2.724 2.823 -0.040
Hg -1.859 -0.795 1.803
P 1.114 -0.615 0.441
H 0.928 3.677 -3.628
H 2.653 4.932 0.104
H 3.260 3.613 -4.586
H 4.910 4.825 -0.955
H -3.075 3.190 -1.013
H -0.373 3.884 2.407
H -4.015 1.089 0.220
H -1.556 1.839 3.537
C 2.085 -2.222 0.448
C 3.321 -2.469 -0.408
H 1.337 -2.981 0.188
H 2.370 -2.381 1.492
H 3.726 -3.473 -0.208
H 3.134 -2.436 -1.488
H 4.159 -1.786 -0.211
C 1.347 0.043 -1.289
C 2.709 0.481 -1.817
H 0.668 0.923 -1.329
H 0.937 -0.726 -1.975
H 2.639 0.768 -2.871
H 3.088 1.362 -1.302
H 3.462 -0.302 -1.773
C 2.233 0.543 1.401
C 3.748 0.378 1.426
H 1.836 0.461 2.426
H 1.989 1.552 1.043
H 4.192 1.141 2.074
H 4.078 -0.582 1.822
H 4.231 0.510 0.456
Br -3.036 -2.950 2.682
P -2.087 -2.133 -1.157
C -0.930 -2.819 -2.399
C -1.376 -4.084 -3.104
H 0.002 -3.009 -1.837
H -0.720 -2.020 -3.121
H -0.571 -4.406 -3.775
H -1.592 -4.894 -2.401
H -2.276 -3.934 -3.711
C -3.355 -3.388 -0.661
C -4.635 -3.446 -1.447
H -3.601 -3.123 0.379
H -2.851 -4.348 -0.587
H -5.249 -4.250 -1.018
H -5.207 -2.510 -1.371
H -4.492 -3.680 -2.511
C -3.018 -0.760 -1.948
C -3.364 -0.960 -3.410
H -2.388 0.142 -1.809
H -3.924 -0.594 -1.336
H -3.847 -0.047 -3.771
H -2.471 -1.156 -4.004
H -4.069 -1.781 -3.548
C 0.635 0.302 7.038
C -0.419 -0.621 6.393
C -0.159 -0.772 4.975
N 0.067 -0.872 3.836
H 1.648 -0.065 6.818
H 0.542 0.348 8.127
H 0.531 1.329 6.662
H -0.412 -1.607 6.872
H -1.433 -0.219 6.526
*
```

For the total energy, the calculation gives -125488.6086 eV. The calculation puts the lowest unoccupied orbital energy (alpha / beta) at -8.88 / -8.74 eV. For the HOMO energy (alpha / beta), the calculation gives -14.03 / -14.12 eV. As for the gap between HOMO and LUMO (alpha / beta): 5.149 / 5.388 eV.

=====

Entry 3:
Computed, not measured: a structure of composition C28H43CdN2O2P, with ωB97M-V/def2-TZVPD.

Geometry as ORCA input:
```
! wB97M-V def2-TZVPD RIJCOSX def2/J DEFGRID3
* xyz -2 1
Cd -0.629 0.997 -1.065
C 3.866 -2.211 -2.538
C 2.406 -1.768 -2.498
C 1.467 -2.971 -2.424
P 1.834 -0.499 -1.240
C 3.307 0.605 -1.027
C 3.513 1.413 -2.310
C 3.039 1.558 0.142
C 1.798 -1.390 0.351
C 2.898 -2.090 0.836
C 2.907 -2.793 2.034
C 4.114 -3.570 2.494
C 1.726 -2.756 2.777
C 0.619 -2.053 2.357
C 0.597 -1.314 1.131
N -0.460 -0.582 0.744
C -1.636 -0.698 1.500
C -1.999 0.312 2.403
C -1.103 1.503 2.584
C -3.182 0.197 3.122
C -4.032 -0.893 2.967
C -5.341 -0.967 3.711
C -3.665 -1.880 2.063
C -2.488 -1.797 1.324
C -2.136 -2.847 0.307
H 4.032 -2.848 -3.416
H 4.142 -2.800 -1.662
H 4.547 -1.362 -2.608
H 2.203 -1.246 -3.441
H 1.647 -3.540 -1.509
H 1.613 -3.637 -3.281
H 0.422 -2.650 -2.409
H 4.181 -0.021 -0.804
H 2.609 2.019 -2.467
H 3.669 0.773 -3.185
H 4.386 2.068 -2.211
H 2.172 2.181 -0.115
H 3.911 2.203 0.301
H 2.841 1.011 1.067
H 3.814 -2.079 0.253
H 5.006 -3.263 1.942
H 3.996 -4.650 2.347
H 4.314 -3.411 3.559
H 1.677 -3.283 3.729
H -0.261 -2.035 2.989
H -0.841 1.958 1.626
H -0.162 1.209 3.058
H -1.589 2.260 3.203
H -3.458 0.993 3.809
H -5.252 -0.540 4.713
H -5.681 -2.000 3.812
H -6.125 -0.410 3.188
H -4.320 -2.735 1.913
H -2.909 -3.618 0.266
H -1.178 -3.323 0.534
H -2.046 -2.368 -0.671
C -4.871 -0.027 -1.065
C -3.439 0.501 -0.997
O -3.220 1.508 -0.301
O -2.563 -0.160 -1.635
H -5.580 0.797 -0.990
H -5.021 -0.690 -0.210
H -5.031 -0.593 -1.983
C 0.881 4.898 -2.351
C -0.172 3.877 -1.858
C -1.296 3.836 -2.928
C -0.812 4.465 -0.573
N 0.483 2.624 -1.653
H 0.457 5.899 -2.522
H 1.322 4.533 -3.283
H 1.680 4.971 -1.607
H -1.734 4.826 -3.137
H -2.091 3.170 -2.579
H -0.886 3.421 -3.852
H -1.252 5.464 -0.727
H -0.042 4.531 0.202
H -1.594 3.785 -0.223
*
```

For the total energy, the calculation gives -50662.6069 eV. The calculation puts the lowest unoccupied orbital energy at 4.71 eV. For the HOMO energy, the calculation gives 0.62 eV. As for the gap between HOMO and LUMO: 4.087 eV.

=====

Entry 4:
Computed, not measured: a cluster of 3 separate species, C28H43F9N2OP in total, with ωB97M-V/def2-TZVPD.

Geometry as ORCA input:
```
! wB97M-V def2-TZVPD RIJCOSX def2/J DEFGRID3
* xyz -1 1
C -1.596 1.660 -7.149
C -1.193 1.755 -5.676
C -1.190 3.201 -5.157
C -1.506 3.345 -3.664
C -0.279 3.233 -2.750
C -0.591 2.827 -1.313
P 0.656 3.420 0.013
C 1.868 1.940 -0.295
C 2.039 0.996 0.885
C 3.124 -0.046 0.710
F 3.375 -0.327 -0.590
F 4.324 0.368 1.227
C 2.855 -1.434 1.372
F 1.568 -1.796 1.174
F 3.620 -2.379 0.808
C 3.124 -1.481 2.900
F 2.710 -0.345 3.478
F 4.435 -1.626 3.129
C 2.397 -2.646 3.628
F 2.951 -2.828 4.833
F 1.103 -2.388 3.793
F 2.527 -3.791 2.939
O -0.281 2.468 1.213
C -0.929 3.203 2.196
C -1.134 2.406 3.483
C 0.192 1.865 4.020
C -2.224 1.327 3.345
C -2.518 0.657 4.688
C -1.930 0.266 2.278
H -1.131 2.482 -7.704
H -2.681 1.735 -7.258
H -1.272 0.724 -7.610
H -1.879 1.165 -5.063
H -0.198 1.315 -5.550
H -0.202 3.640 -5.346
H -1.897 3.792 -5.752
H -2.003 4.305 -3.484
H -2.224 2.569 -3.369
H 0.410 2.504 -3.197
H 0.252 4.194 -2.736
H -0.683 1.737 -1.239
H -1.558 3.246 -1.004
H 1.548 3.853 1.114
H -0.197 4.591 0.288
H 1.425 4.211 -0.938
H 2.829 2.421 -0.512
H 1.571 1.388 -1.193
H 2.328 1.586 1.762
H 1.094 0.513 1.128
H -1.922 3.544 1.843
H -0.348 4.112 2.435
H -1.514 3.125 4.224
H 0.477 0.931 3.538
H 0.993 2.584 3.824
H 0.148 1.681 5.098
H -3.129 1.859 3.022
H -2.528 1.382 5.507
H -1.755 -0.094 4.919
H -3.485 0.146 4.670
H -0.908 -0.112 2.362
H -2.610 -0.586 2.389
H -2.033 0.670 1.272
N 5.022 -8.407 5.167
C 6.068 -8.630 4.374
C 6.393 -7.831 3.288
C 5.589 -6.739 3.007
C 4.496 -6.492 3.822
C 4.259 -7.352 4.885
H 6.677 -9.493 4.622
H 7.258 -8.063 2.681
H 5.807 -6.089 2.169
H 3.843 -5.651 3.641
H 3.413 -7.187 5.543
N -4.167 -0.133 -5.237
C -4.904 0.815 -4.665
C -6.283 0.732 -4.528
C -6.928 -0.395 -5.010
C -6.170 -1.390 -5.607
C -4.797 -1.211 -5.696
H -4.363 1.679 -4.295
H -6.830 1.532 -4.049
H -8.002 -0.498 -4.919
H -6.629 -2.290 -5.996
H -4.172 -1.970 -6.155
*
```

For the total energy, the calculation gives -68507.4642 eV. The calculation puts the lowest unoccupied orbital energy at 2.35 eV. For the HOMO energy, the calculation gives -3.93 eV. As for the gap between HOMO and LUMO: 6.286 eV.

=====

Entry 5:
Computed, not measured: a structure of composition C28H43IN6PZr, with ωB97M-V/def2-TZVPD.

Geometry as ORCA input:
```
! wB97M-V def2-TZVPD RIJCOSX def2/J DEFGRID3
* xyz 1 1
Zr -1.346 -0.804 -0.994
C -0.969 -0.034 -4.146
N -1.772 0.189 -2.940
C -2.714 1.085 -2.930
C -3.435 1.319 -1.745
C -4.524 2.147 -1.479
C -4.887 1.900 -0.157
C -4.007 0.930 0.320
N -3.109 0.572 -0.618
C -0.656 -1.502 -4.278
C 0.549 -2.007 -3.797
C 0.815 -3.369 -3.868
C -0.120 -4.232 -4.421
C -1.325 -3.733 -4.902
C -1.592 -2.375 -4.827
H -0.039 0.533 -4.058
H -1.515 0.330 -5.019
H -2.949 1.655 -3.828
H -4.991 2.826 -2.176
H -5.697 2.348 0.395
H -4.014 0.477 1.297
H 1.277 -1.329 -3.367
H 1.757 -3.755 -3.501
H 0.090 -5.291 -4.485
H -2.052 -4.402 -5.343
H -2.530 -1.985 -5.208
N 0.470 -0.073 -0.923
P 0.670 0.464 0.536
N 2.166 0.123 1.125
C 3.253 -0.089 0.149
C 3.912 -1.449 0.404
C 3.770 -1.852 1.876
C 3.844 -0.619 2.774
C 2.715 0.385 2.457
N 0.279 2.045 0.715
C 0.749 2.901 1.805
C 1.791 3.891 1.279
C 1.457 4.286 -0.168
C -0.050 4.221 -0.391
C -0.542 2.773 -0.272
N -0.551 -0.434 1.398
C -0.210 -1.832 1.801
C 0.257 -1.976 3.245
C -0.702 -1.301 4.220
C -0.950 0.146 3.809
C -1.457 0.203 2.377
H 3.977 0.724 0.272
H 2.855 -0.026 -0.859
H 4.966 -1.388 0.128
H 3.457 -2.209 -0.235
H 4.546 -2.564 2.153
H 2.815 -2.359 2.030
H 4.812 -0.134 2.629
H 3.795 -0.901 3.826
H 3.114 1.404 2.505
H 1.919 0.314 3.194
H 1.146 2.301 2.619
H -0.117 3.432 2.213
H 2.787 3.444 1.324
H 1.805 4.769 1.928
H 1.947 3.598 -0.863
H 1.839 5.282 -0.388
H -0.322 4.604 -1.375
H -0.558 4.856 0.340
H -0.435 2.265 -1.231
H -1.601 2.749 0.012
H 0.543 -2.211 1.108
H -1.119 -2.428 1.674
H 1.258 -1.563 3.358
H 0.337 -3.043 3.463
H -0.308 -1.354 5.235
H -1.657 -1.837 4.223
H -0.036 0.740 3.912
H -1.696 0.609 4.457
H -1.657 1.222 2.052
H -2.399 -0.352 2.331
I -3.327 -3.011 -0.166
C -1.411 -3.045 -1.199
H -1.615 -3.470 -2.181
H -0.779 -3.725 -0.632
*
```

For the total energy, the calculation gives -57343.0487 eV. The calculation puts the lowest unoccupied orbital energy at -2.85 eV. For the HOMO energy, the calculation gives -10.82 eV. For the energy above the lowest of the compared OMol25 structures with the same formula, charge and spin, the calculation gives 2.4 kcal per mole. As for the gap between HOMO and LUMO: 7.963 eV.